# 1
{"formula": "C24H18F4O3", "method": "the ωB97M-V functional and the def2-TZVPD basis", "symbols": ["F", "C", "C", "C", "F", "C", "C", "C", "C", "C", "C", "F", "C", "C", "F", "C", "C", "H", "H", "H", "H", "H", "H", "H", "C", "C", "O", "C", "C", "C", "C", "C", "C", "C", "C", "C", "O", "O", "H", "H", "H", "H", "H", "H", "H", "H", "H", "H", "H"], "coordinates": [[-3.419, 2.923, -2.788], [-3.112, 1.602, -2.530], [-4.148, 0.673, -2.561], [-3.798, -0.664, -2.346], [-4.796, -1.612, -2.417], [-2.499, -1.071, -2.121], [-1.444, -0.099, -2.059], [-0.139, -0.518, -1.652], [1.102, -0.077, -2.177], [2.152, -1.044, -2.339], [3.449, -0.615, -2.498], [4.465, -1.544, -2.532], [3.778, 0.736, -2.672], [2.737, 1.659, -2.590], [3.034, 2.995, -2.759], [1.415, 1.296, -2.407], [-1.787, 1.262, -2.327], [-5.184, 0.973, -2.721], [-2.255, -2.128, -2.045], [-0.084, -1.449, -1.063], [1.906, -2.103, -2.312], [4.809, 1.049, -2.832], [0.639, 2.049, -2.414], [-1.027, 2.026, -2.395], [-4.228, -2.579, 2.398], [-3.118, -2.517, 1.380], [-2.177, -1.483, 1.823], [-1.006, -1.510, 1.112], [-0.191, -0.358, 1.452], [1.222, -0.276, 1.383], [1.974, 0.781, 2.204], [1.619, 1.192, 3.500], [2.488, 1.991, 4.276], [3.719, 2.412, 3.764], [4.087, 2.030, 2.469], [3.222, 1.227, 1.707], [1.933, -1.007, 0.664], [-0.835, -2.435, 0.304], [-4.991, -3.275, 2.039], [-3.862, -2.947, 3.363], [-4.690, -1.600, 2.565], [-2.620, -3.497, 1.288], [-3.502, -2.228, 0.385], [-0.702, 0.338, 2.119], [0.672, 0.863, 3.932], [2.202, 2.279, 5.292], [4.391, 3.031, 4.367], [5.043, 2.343, 2.045], [3.553, 0.903, 0.723]], "de_lowest_kcal_mol": 9.47, "charge": 0, "e_tot_ev": -42188.996, "orbital_gap_ev": 4.78}

---

# 2
{"formula": "C24H19BrN7O2SSn", "method": "the ωB97M-V functional and the def2-TZVPD basis", "symbols": ["Sn", "N", "C", "N", "C", "N", "N", "C", "C", "C", "C", "C", "C", "N", "C", "C", "C", "C", "C", "C", "H", "H", "H", "H", "H", "H", "H", "H", "H", "H", "H", "O", "C", "C", "C", "N", "C", "Br", "C", "H", "H", "H", "H", "O", "N", "C", "C", "C", "C", "C", "S", "H", "H", "H", "H"], "coordinates": [[-0.739, 0.048, -0.524], [-1.502, 2.456, 3.265], [-1.643, 2.119, 1.984], [-1.550, 0.903, 1.525], [-1.337, -0.116, 2.419], [-1.377, -1.361, 2.015], [-1.594, -1.603, 0.751], [-2.142, -2.647, 0.268], [-2.302, -2.772, -1.174], [-2.866, -3.888, -1.773], [-3.041, -3.883, -3.152], [-2.660, -2.760, -3.874], [-2.087, -1.697, -3.189], [-1.911, -1.714, -1.873], [-1.097, 0.168, 3.814], [-0.804, -0.826, 4.756], [-0.596, -0.483, 6.071], [-0.683, 0.856, 6.469], [-0.977, 1.849, 5.560], [-1.188, 1.506, 4.228], [-1.624, 3.414, 3.558], [-1.878, 2.917, 1.289], [-2.529, -3.437, 0.909], [-3.166, -4.738, -1.176], [-3.484, -4.737, -3.646], [-2.819, -2.699, -4.941], [-1.774, -0.794, -3.703], [-0.742, -1.851, 4.420], [-0.371, -1.245, 6.803], [-0.520, 1.114, 7.506], [-1.045, 2.882, 5.878], [5.081, -2.397, -2.247], [3.846, -1.974, -2.022], [2.936, -1.631, -3.028], [1.680, -1.203, -2.671], [1.273, -1.104, -1.400], [2.150, -1.427, -0.453], [1.532, -1.277, 1.328], [3.428, -1.861, -0.691], [5.291, -2.463, -3.186], [3.215, -1.698, -4.072], [0.952, -0.922, -3.423], [4.108, -2.114, 0.109], [1.014, 1.545, -0.292], [1.193, 2.578, -1.097], [2.235, 3.398, -0.840], [2.497, 4.483, -1.633], [1.665, 4.744, -2.720], [0.604, 3.902, -2.969], [0.366, 2.801, -2.147], [-0.961, 1.735, -2.472], [2.817, 3.126, 0.027], [3.344, 5.114, -1.409], [1.847, 5.600, -3.353], [-0.064, 4.067, -3.802]], "de_lowest_kcal_mol": 16.87, "charge": 2, "s_squared": 0.76, "e_tot_ev": -126416.656, "orbital_gap_ev": [5.66, 7.25], "spin_multiplicity": 2}

---

# 3
{"formula": "C24H19ClCoN2S4SbSe4", "method": "the ωB97M-V functional and the def2-TZVPD basis", "symbols": ["Co", "S", "C", "C", "C", "C", "C", "C", "S", "C", "C", "C", "C", "C", "C", "C", "S", "C", "C", "C", "C", "C", "C", "S", "N", "H", "H", "H", "H", "H", "H", "H", "H", "H", "H", "H", "H", "H", "H", "H", "Cl", "C", "C", "C", "C", "N", "C", "H", "H", "H", "H", "Se", "Sb", "Se", "Se", "Se"], "coordinates": [[0.181, 0.182, -0.678], [-0.804, 0.859, -2.831], [-1.869, -0.533, -3.071], [-2.932, -0.355, -3.954], [-3.866, -1.351, -4.167], [-3.747, -2.568, -3.512], [-2.683, -2.774, -2.651], [-1.759, -1.763, -2.412], [-0.414, -2.111, -1.298], [-1.286, -2.458, 0.260], [-0.527, -1.915, 1.437], [-0.502, -2.591, 2.646], [0.100, -1.982, 3.736], [0.655, -0.724, 3.591], [0.623, -0.117, 2.340], [1.249, 1.239, 2.135], [0.540, 2.211, 0.779], [-1.022, 2.572, 1.558], [-1.006, 3.598, 2.499], [-2.144, 3.933, 3.206], [-3.318, 3.229, 2.945], [-3.341, 2.230, 1.997], [-2.198, 1.867, 1.258], [-2.345, 0.655, 0.027], [0.056, -0.721, 1.300], [-3.015, 0.591, -4.472], [-4.684, -1.178, -4.853], [-4.465, -3.359, -3.681], [-2.559, -3.729, -2.157], [-1.449, -3.529, 0.377], [-2.242, -1.929, 0.217], [-0.964, -3.565, 2.733], [0.124, -2.482, 4.695], [1.112, -0.213, 4.426], [2.315, 1.128, 1.928], [1.148, 1.823, 3.051], [-0.081, 4.139, 2.664], [-2.123, 4.733, 3.933], [-4.227, 3.472, 3.482], [-4.260, 1.697, 1.790], [5.863, 1.689, -0.492], [4.707, 0.434, -0.262], [5.114, -0.843, 0.075], [4.140, -1.813, 0.245], [2.812, -1.456, 0.102], [2.427, -0.222, -0.220], [3.357, 0.708, -0.432], [6.166, -1.068, 0.177], [4.403, -2.833, 0.486], [2.026, -2.187, 0.249], [3.034, 1.692, -0.767], [2.962, 3.638, -2.646], [2.927, 1.859, -4.264], [4.294, -0.121, -3.850], [2.171, 2.300, -6.481], [1.322, 0.012, -3.197]], "charge": -1, "s_squared": 3.77, "e_tot_ev": -389595.123, "orbital_gap_ev": [6.02, 5.99], "spin_multiplicity": 4}

---

# 4
{"formula": "C24H19CuN6S", "method": "the ωB97M-V functional and the def2-TZVPD basis", "symbols": ["Cu", "C", "C", "C", "C", "C", "C", "N", "C", "C", "C", "C", "C", "C", "N", "N", "C", "C", "C", "C", "C", "N", "H", "H", "H", "H", "H", "H", "H", "H", "H", "H", "H", "H", "H", "N", "C", "N", "C", "C", "C", "C", "C", "C", "S", "H", "H", "H", "H", "H", "H"], "coordinates": [[0.476, 0.463, -0.468], [-4.390, -2.196, -0.396], [-3.495, -2.016, 0.648], [-2.161, -1.736, 0.391], [-1.697, -1.608, -0.919], [-2.603, -1.809, -1.966], [-3.932, -2.102, -1.706], [-0.386, -1.176, -1.166], [0.522, -2.053, -1.652], [0.270, -3.391, -2.046], [1.255, -4.136, -2.648], [2.544, -3.627, -2.872], [2.839, -2.351, -2.452], [1.859, -1.594, -1.808], [2.090, -0.352, -1.238], [3.005, 0.398, -1.723], [2.896, 1.681, -1.221], [4.008, 2.535, -1.211], [3.848, 3.820, -0.758], [2.586, 4.242, -0.322], [1.547, 3.344, -0.359], [1.676, 2.089, -0.818], [-5.430, -2.419, -0.196], [-3.835, -2.100, 1.674], [-1.462, -1.598, 1.207], [-2.248, -1.717, -2.985], [-4.617, -2.252, -2.531], [-0.714, -3.815, -1.898], [1.023, -5.148, -2.959], [3.299, -4.238, -3.346], [3.827, -1.926, -2.569], [4.962, 2.154, -1.547], [4.692, 4.496, -0.734], [2.418, 5.251, 0.025], [0.552, 3.617, -0.027], [-2.548, 1.386, -0.488], [-2.022, 1.383, 0.758], [-0.765, 1.153, 1.006], [-0.500, 1.243, 2.368], [0.746, 1.045, 2.953], [0.857, 1.168, 4.326], [-0.253, 1.485, 5.111], [-1.497, 1.683, 4.538], [-1.606, 1.558, 3.161], [-3.014, 1.740, 2.146], [-1.999, 0.885, -1.178], [-3.540, 1.231, -0.568], [1.597, 0.795, 2.333], [1.817, 1.016, 4.799], [-0.143, 1.574, 6.183], [-2.355, 1.924, 5.151]], "de_lowest_kcal_mol": 3.42, "charge": 0, "e_tot_ev": -89612.653, "orbital_gap_ev": 6.42}

---

What did the third record say?
{"formula": "C24H19ClCoN2S4SbSe4", "method": "the ωB97M-V functional and the def2-TZVPD basis", "symbols": ["Co", "S", "C", "C", "C", "C", "C", "C", "S", "C", "C", "C", "C", "C", "C", "C", "S", "C", "C", "C", "C", "C", "C", "S", "N", "H", "H", "H", "H", "H", "H", "H", "H", "H", "H", "H", "H", "H", "H", "H", "Cl", "C", "C", "C", "C", "N", "C", "H", "H", "H", "H", "Se", "Sb", "Se", "Se", "Se"], "coordinates": [[0.181, 0.182, -0.678], [-0.804, 0.859, -2.831], [-1.869, -0.533, -3.071], [-2.932, -0.355, -3.954], [-3.866, -1.351, -4.167], [-3.747, -2.568, -3.512], [-2.683, -2.774, -2.651], [-1.759, -1.763, -2.412], [-0.414, -2.111, -1.298], [-1.286, -2.458, 0.260], [-0.527, -1.915, 1.437], [-0.502, -2.591, 2.646], [0.100, -1.982, 3.736], [0.655, -0.724, 3.591], [0.623, -0.117, 2.340], [1.249, 1.239, 2.135], [0.540, 2.211, 0.779], [-1.022, 2.572, 1.558], [-1.006, 3.598, 2.499], [-2.144, 3.933, 3.206], [-3.318, 3.229, 2.945], [-3.341, 2.230, 1.997], [-2.198, 1.867, 1.258], [-2.345, 0.655, 0.027], [0.056, -0.721, 1.300], [-3.015, 0.591, -4.472], [-4.684, -1.178, -4.853], [-4.465, -3.359, -3.681], [-2.559, -3.729, -2.157], [-1.449, -3.529, 0.377], [-2.242, -1.929, 0.217], [-0.964, -3.565, 2.733], [0.124, -2.482, 4.695], [1.112, -0.213, 4.426], [2.315, 1.128, 1.928], [1.148, 1.823, 3.051], [-0.081, 4.139, 2.664], [-2.123, 4.733, 3.933], [-4.227, 3.472, 3.482], [-4.260, 1.697, 1.790], [5.863, 1.689, -0.492], [4.707, 0.434, -0.262], [5.114, -0.843, 0.075], [4.140, -1.813, 0.245], [2.812, -1.456, 0.102], [2.427, -0.222, -0.220], [3.357, 0.708, -0.432], [6.166, -1.068, 0.177], [4.403, -2.833, 0.486], [2.026, -2.187, 0.249], [3.034, 1.692, -0.767], [2.962, 3.638, -2.646], [2.927, 1.859, -4.264], [4.294, -0.121, -3.850], [2.171, 2.300, -6.481], [1.322, 0.012, -3.197]], "charge": -1, "s_squared": 3.77, "e_tot_ev": -389595.123, "orbital_gap_ev": [6.02, 5.99], "spin_multiplicity": 4}